DFT (the ωB97M-V functional and the def2-TZVPD basis) results for one molecule with the formula C4H6N2O at a distorted geometry.

Structure (ORCA input):
```
! wB97M-V def2-TZVPD RIJCOSX def2/J DEFGRID3
* xyz 0 1
C 2.2559 -0.2188 0.0048
C 0.8279 -0.4263 -0.1813
N 0.0961 -0.6479 -1.1742
C -1.2049 -0.3125 -0.9975
C -1.4286 0.2693 0.2395
O -2.5940 0.7159 0.7648
N -0.2954 0.3699 0.9243
H 2.8584 -0.7518 -0.7148
H 2.5119 -0.5665 0.9851
H 2.5391 0.8187 -0.0788
H -1.9250 -0.5345 -1.7651
H -3.2944 0.5205 0.1292
H -0.3470 0.7641 1.8639
*
```

* structure (SMILES): Cc1ncc(O)[nH]1
* gap between HOMO and LUMO: 8.45 eV
* electronic energy: -340.720772 Ha
* HOMO level: -7.69 eV
* relative energy (zero: lowest compared OMol25 entry of this formula, charge and spin): 194.7 kJ/mol

Taken from the Mulliken analysis, the atomic charges in e are:
1. C -1.068
2. C 0.465
3. N -0.481
4. C -0.477
5. C 0.557
6. O -0.509
7. N -0.299
8. H 0.327
9. H 0.309
10. H 0.263
11. H 0.393
12. H 0.311
13. H 0.209


DFT (the ωB97M-V functional and the def2-TZVPD basis) results for one molecule with the formula C4H6N2O.

Structure (ORCA input):
```
! wB97M-V def2-TZVPD RIJCOSX def2/J DEFGRID3
* xyz 0 1
C -2.1695 -0.5021 0.0870
O -1.2144 -0.8303 -0.9030
C -0.0765 -0.2676 -0.7193
C 0.1109 0.5158 0.4968
N 1.5406 0.4989 0.5656
C 2.0069 -0.1879 -0.5031
N 1.0870 -0.6645 -1.3049
H -3.0310 -1.1481 -0.0787
H -2.4371 0.5585 0.0287
H -0.6705 -0.1348 1.1561
H -0.3215 1.5172 0.5899
H 2.1060 0.9932 1.2350
H 3.0691 -0.3485 -0.6503
*
```

* gap between HOMO and LUMO (alpha / beta): 7.74 / 7.74 eV
* electronic energy: -340.644861 Ha
* HOMO level (alpha / beta): -7.17 / -7.17 eV
* relative energy (zero: lowest compared OMol25 entry of this formula, charge and spin): 394.0 kJ/mol

Taken from the Mulliken analysis, the atomic charges in e are:
1. C -0.791
2. O -0.301
3. C 0.718
4. C -0.351
5. N -0.101
6. C -0.196
7. N -0.586
8. H 0.190
9. H 0.210
10. H 0.326
11. H 0.291
12. H 0.196
13. H 0.395


DFT (the ωB97M-V functional and the def2-TZVPD basis) results for one molecule with the formula C4H6N2O at a distorted geometry.

Structure (ORCA input):
```
! wB97M-V def2-TZVPD RIJCOSX def2/J DEFGRID3
* xyz 0 1
H 2.3213 -1.3705 1.2687
N 1.3765 -1.3915 1.1512
C 0.9447 -0.2318 0.4659
O 1.7117 0.8943 0.2655
C 0.8235 1.7628 -0.4013
C -0.3859 1.1224 -0.6149
N -0.2902 -0.1526 -0.0843
C -1.4110 -1.0951 -0.0134
H 1.2386 2.7666 -0.6668
H -1.1402 1.4701 -1.3816
H -1.9446 -1.1847 0.9806
H -2.1300 -0.5894 -0.6406
H -1.1145 -2.0006 -0.3290
*
```

* structure (SMILES): [H]/N=c1\occn1C
* gap between HOMO and LUMO: 8.63 eV
* electronic energy: -340.698176 Ha
* HOMO level: -7.77 eV
* relative energy (zero: lowest compared OMol25 entry of this formula, charge and spin): 254.0 kJ/mol

Taken from the Mulliken analysis, the atomic charges in e are:
1. H 0.214
2. N -0.748
3. C 0.349
4. O -0.338
5. C -0.320
6. C -0.121
7. N 0.217
8. C -0.789
9. H 0.354
10. H 0.267
11. H 0.265
12. H 0.316
13. H 0.335


DFT (the ωB97M-V functional and the def2-TZVPD basis) results for one molecule with the formula C4H6N2O at a distorted geometry.

Structure (ORCA input):
```
! wB97M-V def2-TZVPD RIJCOSX def2/J DEFGRID3
* xyz 0 1
C 0.6381 -1.3531 -0.0622
N 1.6814 -0.5805 -0.1765
O 1.4140 0.7452 0.1141
C 0.0333 1.5067 -0.0996
C -1.0875 0.5570 0.3977
N -1.7071 -0.2021 -0.5738
C -0.7705 -0.8401 0.2423
H 1.0559 -2.4034 0.2563
H 0.1056 2.4784 0.3126
H 0.1343 1.7644 -1.1651
H -1.4965 0.8140 1.4828
H -2.6950 -0.7858 -0.3977
H -1.1172 -1.5736 0.9817
*
```

* structure (SMILES): C1=NOC[C@H]2N[C@@H]12
* gap between HOMO and LUMO: 9.72 eV
* electronic energy: -340.568712 Ha
* HOMO level: -9.10 eV
* relative energy (zero: lowest compared OMol25 entry of this formula, charge and spin): 593.9 kJ/mol

Taken from the Mulliken analysis, the atomic charges in e are:
1. C -0.303
2. N -0.268
3. O -0.270
4. C -0.700
5. C 0.409
6. N -0.660
7. C -0.059
8. H 0.276
9. H 0.341
10. H 0.263
11. H 0.307
12. H 0.319
13. H 0.345


DFT (the ωB97M-V functional and the def2-TZVPD basis) results for C4H6N2O as an isolated structure at a distorted geometry.

Structure (ORCA input):
```
! wB97M-V def2-TZVPD RIJCOSX def2/J DEFGRID3
* xyz 0 1
C 1.9283 -0.3244 0.0373
C 0.5047 0.0537 -0.2508
N 0.0614 0.1949 -1.6608
C -0.6030 -0.7104 -1.0669
C -1.5468 0.0871 0.5386
O -2.4465 1.0526 0.6973
N -0.3021 0.5627 0.7795
H 2.5425 -0.2755 -0.8568
H 1.9727 -1.3400 0.4168
H 2.4007 0.3167 0.7831
H -1.1211 -1.5978 -1.4632
H -3.3132 0.6320 0.6728
H -0.0777 1.3485 1.3731
*
```

* gap between HOMO and LUMO: 8.49 eV
* electronic energy: -340.596190 Ha
* HOMO level: -7.92 eV
* relative energy (zero: lowest compared OMol25 entry of this formula, charge and spin): 521.7 kJ/mol

Taken from the Mulliken analysis, the atomic charges in e are:
1. C -1.251
2. C 0.872
3. N -0.621
4. C -0.236
5. C -0.357
6. O -0.404
7. N 0.015
8. H 0.350
9. H 0.268
10. H 0.353
11. H 0.390
12. H 0.404
13. H 0.215


DFT (the ωB97M-V functional and the def2-TZVPD basis) results for one molecule with the formula C4H6N2O.

Structure (ORCA input):
```
! wB97M-V def2-TZVPD RIJCOSX def2/J DEFGRID3
* xyz 0 1
C 1.2345 -0.4346 -1.0606
C 0.0600 -0.4951 -0.0816
N -1.2286 0.1464 -0.3694
C -1.5369 0.9038 0.7263
N -0.6206 1.0805 1.6197
C 0.4651 0.3027 1.1788
O 1.5765 0.2911 1.6447
H 1.1241 -1.0904 -1.9275
H 2.1094 -0.7646 -0.4855
H 1.4510 0.5856 -1.3912
H -0.1322 -1.5456 0.1761
H -1.9781 -0.3327 -0.8499
H -2.5243 1.3530 0.8202
*
```

* structure (SMILES): C[C@@H]1NC=NC1=O
* gap between HOMO and LUMO: 10.24 eV
* electronic energy: -340.774654 Ha
* HOMO level: -9.72 eV
* relative energy (zero: lowest compared OMol25 entry of this formula, charge and spin): 53.2 kJ/mol

Taken from the Mulliken analysis, the atomic charges in e are:
1. C -1.244
2. C 0.368
3. N -0.278
4. C -0.057
5. N -0.587
6. C 0.462
7. O -0.538
8. H 0.338
9. H 0.312
10. H 0.320
11. H 0.234
12. H 0.269
13. H 0.402


DFT (the ωB97M-V functional and the def2-TZVPD basis) results for one molecule with the formula C4H6N2O at a distorted geometry.

Structure (ORCA input):
```
! wB97M-V def2-TZVPD RIJCOSX def2/J DEFGRID3
* xyz 0 1
N -1.0967 0.7751 -1.6420
N -0.5415 0.0178 -0.7466
C 0.6115 0.2283 -0.2510
C 1.0532 -0.4551 0.9267
C 0.2661 -1.1953 1.6650
C -1.1956 -1.1694 1.6092
O -1.8788 -2.0280 2.1750
H -2.1642 0.5773 -1.5532
H -0.7951 1.7819 -1.7002
H 1.0328 1.0636 -0.7134
H 2.1145 -0.2244 1.2091
H 0.5759 -1.8308 2.5064
H -1.6080 -0.2435 1.2540
*
```

* structure (SMILES): N/N=C/C=C\C=O
* gap between HOMO and LUMO: 8.75 eV
* electronic energy: -340.665813 Ha
* HOMO level: -8.75 eV
* relative energy (zero: lowest compared OMol25 entry of this formula, charge and spin): 338.9 kJ/mol

Taken from the Mulliken analysis, the atomic charges in e are:
1. N -0.602
2. N -0.104
3. C -0.009
4. C -0.496
5. C -0.234
6. C 0.040
7. O -0.527
8. H 0.289
9. H 0.243
10. H 0.491
11. H 0.269
12. H 0.348
13. H 0.291


DFT (the ωB97M-V functional and the def2-TZVPD basis) results for one molecule with the formula C4H6N2O at a distorted geometry.

Structure (ORCA input):
```
! wB97M-V def2-TZVPD RIJCOSX def2/J DEFGRID3
* xyz 0 1
C 0.0708 -1.0585 1.6707
C -0.0201 -0.2756 0.3958
C -1.0046 -0.2855 -0.5292
N -0.6676 0.6042 -1.5532
C 0.5465 1.1930 -1.2837
O 1.2037 2.0188 -1.9044
N 0.9282 0.6431 -0.0885
H 0.1251 -0.4102 2.5526
H 0.9423 -1.7228 1.6899
H -0.8185 -1.6897 1.7889
H -1.9241 -0.8515 -0.5502
H -1.2036 0.8114 -2.3774
H 1.8217 1.0233 0.1888
*
```

* structure (SMILES): Cc1c[nH]c(=O)[nH]1
* gap between HOMO and LUMO: 8.80 eV
* electronic energy: -340.794910 Ha
* HOMO level: -7.98 eV
* relative energy (zero: lowest compared OMol25 entry of this formula, charge and spin): 0.0 kJ/mol

Taken from the Mulliken analysis, the atomic charges in e are:
1. C -1.053
2. C 0.495
3. C -0.423
4. N -0.032
5. C 0.137
6. O -0.664
7. N -0.094
8. H 0.288
9. H 0.287
10. H 0.272
11. H 0.394
12. H 0.179
13. H 0.213


DFT (the ωB97M-V functional and the def2-TZVPD basis) results for one molecule with the formula C4H6N2O.

Structure (ORCA input):
```
! wB97M-V def2-TZVPD RIJCOSX def2/J DEFGRID3
* xyz 0 1
C 0.8927 0.9286 -0.3885
N 1.6283 0.6987 0.6185
C 1.1022 -0.4896 1.2773
N 0.1105 -1.0627 0.3677
C -0.2306 -0.0424 -0.5596
C -1.5776 0.3386 -0.9970
O -0.6789 -0.3695 -1.8555
H 1.0663 1.7617 -1.0667
H 0.6704 -0.1789 2.2406
H 1.9217 -1.1856 1.4828
H -0.6679 -1.5272 0.8126
H -1.8031 1.3646 -1.2916
H -2.4339 -0.2363 -0.6406
*
```

* structure (SMILES): C1=NCN[C@@]12CO2
* gap between HOMO and LUMO: 10.08 eV
* electronic energy: -340.707627 Ha
* HOMO level: -9.20 eV
* relative energy (zero: lowest compared OMol25 entry of this formula, charge and spin): 229.2 kJ/mol

Taken from the Mulliken analysis, the atomic charges in e are:
1. C -0.364
2. N -0.514
3. C -0.346
4. N -0.331
5. C 0.928
6. C -0.553
7. O -0.478
8. H 0.390
9. H 0.286
10. H 0.266
11. H 0.260
12. H 0.224
13. H 0.231


DFT (the ωB97M-V functional and the def2-TZVPD basis) results for a 2-piece molecular cluster, C4H6N2O2 overall at a distorted geometry.

Structure (ORCA input):
```
! wB97M-V def2-TZVPD RIJCOSX def2/J DEFGRID3
* xyz 0 1
C 0.4340 0.2410 -1.0567
C 0.2906 -0.7443 0.0710
C -0.5928 0.1854 1.8198
C -1.5323 -0.5399 1.0915
H 1.6230 1.7450 -2.0951
H 2.8361 0.6066 -0.7393
H -1.6116 -0.0938 -1.3656
H 1.0357 -1.5505 -0.2442
H -0.4824 0.9190 2.7192
H -2.5405 -0.6309 1.5483
N 1.5868 0.9620 -1.3262
N -0.7099 0.4311 -1.7399
O 0.6591 -0.2136 1.1938
O -0.9960 -1.3172 0.1235
*
```

* gap between HOMO and LUMO: 8.53 eV
* electronic energy: -415.820841 Ha
* HOMO level: -8.34 eV
* relative energy (zero: lowest compared OMol25 entry of this formula, charge and spin): 577.0 kJ/mol

Taken from the Mulliken analysis, the atomic charges in e are:
1. C 0.386
2. C 0.256
3. C -0.175
4. C -0.207
5. H 0.287
6. H 0.315
7. H 0.307
8. H 0.287
9. H 0.322
10. H 0.327
11. N -0.527
12. N -0.817
13. O -0.338
14. O -0.424


Q: Look up the electronic energy of the fourth one.
A: -340.568712 Ha


Q: What is the relative energy (zero: lowest compared OMol25 entry of this formula, charge and spin) in the eighth record?
A: 0.0 kJ/mol